Below is the ion C4H7N2O with charge +1 in a non-equilibrium geometry, with properties calculated with wB97M-V/def2-TZVPD.

The LUMO energy comes out at -3.9590 eV. As for the total charge: +1. The value obtained for the HOMO-LUMO gap is 10.614 eV.

```
14
Properties=species:S:1:pos:R:3:forces:R:3:nbo_charge:R:1
C -0.753054 -1.474551 0.064004 -1.86 -2.37 -2.80 0.3935
C 2.098821 -0.244151 0.011296 -0.27 1.05 -1.45 0.4145
C -0.256393 0.651818 -0.469920 0.76 2.55 -0.69 -0.2711
C 0.711142 0.126383 0.604205 0.26 0.01 -0.17 -0.1745
N -1.083841 -0.533941 -0.791583 2.18 1.94 2.51 -0.5140
N 0.116006 -1.133004 0.935984 0.61 -1.21 1.88 -0.4985
O 2.618362 0.387638 -0.865175 -0.29 -0.05 0.62 -0.4359
H -1.100223 -2.511713 -0.093273 -0.02 0.70 0.53 0.2602
H 2.475696 -1.219366 0.278848 0.48 -0.62 0.68 0.1322
H -0.884710 1.629908 -0.315136 1.16 -2.11 0.28 0.2628
H 0.493397 0.895743 -1.272089 -1.27 -0.10 0.02 0.2607
H 0.805749 0.700635 1.487193 0.20 0.98 0.76 0.2616
H -1.381954 -0.472473 -1.709623 -1.45 -1.27 -1.87 0.4541
H 0.550093 -1.816272 1.567513 -0.49 0.51 -0.27 0.4543
```
Forces are in eV/Å.


Below is the ion C4H7N2O with charge +1 in a non-equilibrium geometry, with properties calculated with wB97M-V/def2-TZVPD.

The LUMO energy comes out at -4.4636 eV. As for the total charge: +1. The value obtained for the HOMO-LUMO gap is 9.271 eV.

```
14
Properties=species:S:1:pos:R:3:forces:R:3:nbo_charge:R:1
C 0.627581 0.986903 -0.139755 1.53 -0.86 -0.05 -0.2080
C -0.867474 1.100467 0.033433 2.10 1.29 -1.08 -0.5887
C 0.983584 -0.331153 -0.109812 0.60 1.37 0.68 0.3001
C -1.300030 -0.286897 -0.139578 -0.18 -0.43 1.02 0.6983
N -0.236004 -1.067111 -0.008139 -2.44 0.36 -0.98 -0.4846
N 2.198678 -1.041420 0.066947 -1.70 0.51 -0.53 -0.8102
O -2.552577 -0.725546 -0.163394 1.89 -0.21 0.17 -0.5714
H 1.316933 1.858711 -0.250503 -0.78 -1.03 0.29 0.2665
H -0.952309 1.361905 1.066947 -0.48 -0.13 1.25 0.3098
H -1.184827 2.023698 -0.449879 -0.98 -0.67 -0.65 0.3053
H -0.404065 -2.048311 0.137837 0.64 -0.54 -0.09 0.4594
H 2.853306 -0.471485 0.557241 0.55 0.31 0.29 0.4027
H 2.589318 -1.348189 -0.808795 0.18 -0.26 -0.19 0.4008
H -3.072118 -0.011568 0.207445 -0.92 0.32 -0.12 0.5199
```
Forces are in eV/Å.


Below is the ion C4H7N2O3 with charge +1 in a non-equilibrium geometry, with properties calculated with wB97M-V/def2-TZVPD.

The LUMO energy comes out at -6.5719 eV. As for the total charge: +1. The value obtained for the HOMO-LUMO gap is 8.716 eV.

```
16
Properties=species:S:1:pos:R:3:forces:R:3:nbo_charge:R:1
C -0.582296 -0.563451 -0.793619 0.11 -1.21 -1.03 0.1909
C -2.588158 0.259549 0.018453 1.11 0.62 0.41 0.9800
C 2.302564 1.310099 0.533692 3.88 1.60 -1.71 -0.5113
C -1.035032 -1.425328 0.358329 -0.11 -0.97 3.76 -0.1227
N 0.815794 -0.039909 -0.666332 1.60 1.22 -0.38 -0.1516
N 1.116982 0.781110 0.226483 -4.58 -3.01 -1.40 0.1073
O -1.478163 0.482156 -0.866281 -0.21 -0.19 -0.34 -0.4900
O -3.445854 1.046555 0.195908 0.56 -0.94 -0.48 -0.4719
O -2.324136 -0.891877 0.650718 -0.76 0.09 0.18 -0.4665
H -0.490913 -1.271697 -1.673116 -0.40 1.39 0.26 0.2069
H 2.245350 2.419601 0.473210 -0.29 -0.47 0.17 0.3162
H 3.165995 0.992494 -0.074923 -0.26 -0.01 -0.02 0.2185
H 2.511344 1.094576 1.550264 -0.02 -0.14 1.32 0.2998
H -0.408406 -1.294553 1.380214 -1.08 -0.28 -2.49 0.2222
H -1.227086 -2.535426 0.205747 0.77 1.48 -0.29 0.2534
H 1.422014 -0.363895 -1.518754 -0.34 0.83 2.04 0.4189
```
Forces are in eV/Å.


Below is the ion C4H7N2OS with charge +1 in a non-equilibrium geometry, with properties calculated with wB97M-V/def2-TZVPD.

The LUMO energy comes out at -4.0991 eV. As for the total charge: +1. The value obtained for the HOMO-LUMO gap is 9.581 eV.

```
15
Properties=species:S:1:pos:R:3:forces:R:3:nbo_charge:R:1
C -0.404963 -1.008261 -0.459482 1.05 0.21 -0.41 -0.2334
C 0.851440 -1.259025 -0.778140 0.79 0.45 1.10 -0.0018
C 1.562538 0.771097 0.061039 1.77 3.74 0.79 0.3939
C -0.778229 0.212769 0.201467 -3.51 0.20 -0.59 0.3322
N 1.926225 -0.393812 -0.384839 -1.07 0.02 -0.30 -0.5139
N 0.325522 1.064442 0.361678 -1.27 1.14 0.26 -0.5546
O -1.423884 0.073588 1.430006 0.09 -0.37 0.60 -0.7043
S -2.226776 1.119269 -0.786660 0.40 -0.95 1.46 -0.0733
H -1.179033 -1.617338 -0.812338 -0.84 -1.02 -0.30 0.2634
H 1.108442 -2.132112 -1.264188 0.78 -1.55 -0.98 0.2436
H 2.367056 1.629089 0.129165 -1.73 -1.94 0.19 0.2629
H 2.930871 -0.497236 -0.486318 -0.40 -0.75 -0.47 0.4617
H -0.192277 1.921130 0.644771 2.20 0.35 0.00 0.4826
H -2.402238 0.119726 1.375112 0.83 -0.06 -0.09 0.5110
H -1.530769 1.656284 -1.727786 0.92 0.53 -1.28 0.1299
```
Forces are in eV/Å.


Below is an isolated molecule of C4H7N2P in a non-equilibrium geometry, with properties calculated with wB97M-V/def2-TZVPD.

The LUMO energy comes out at 0.8941 eV. As for the total charge: 0. The value obtained for the HOMO-LUMO gap is 8.843 eV.

```
14
Properties=species:S:1:pos:R:3:forces:R:3:nbo_charge:R:1
C 1.204079 1.944666 -0.304958 0.18 0.34 -0.89 0.0245
C 1.215508 1.885747 -1.652657 0.16 0.10 0.01 -0.6122
C 0.200543 -0.009475 -0.408440 0.08 0.17 -0.46 0.2391
C -0.633246 -1.426501 1.395912 -0.08 -0.06 0.25 -0.4221
N 0.634323 0.910104 0.390698 -0.34 -0.71 0.75 -0.5706
N -0.443144 -1.110114 0.003049 -0.15 -0.48 -0.19 -0.5835
P 0.536122 0.312253 -2.211832 0.29 0.15 0.44 0.4699
H 1.605446 2.756993 0.280521 0.11 0.14 0.00 0.2012
H 1.658507 2.613344 -2.308134 0.08 0.15 -0.01 0.2323
H 0.046888 -2.220134 1.718608 -0.03 0.06 0.04 0.1926
H -0.424497 -0.525113 1.967205 -0.05 -0.09 0.05 0.2418
H -1.661808 -1.746524 1.570683 0.05 0.02 0.06 0.1976
H -0.645309 -1.826001 -0.677489 0.08 0.18 0.09 0.3933
H -0.777170 0.750726 -2.426335 -0.37 0.02 -0.13 -0.0038
```
Forces are in eV/Å.


Below is a cluster of 2 separate species, C4H7N2S in total in a non-equilibrium geometry, with properties calculated with wB97M-V/def2-TZVPD.

The LUMO energy (spin up / spin down) comes out at -4.8234 / -4.8229 eV. As for the total charge: +1. The value obtained for the HOMO-LUMO gap (spin up / spin down) is 8.236 / 8.237 eV.

```
14
Properties=species:S:1:pos:R:3:forces:R:3:nbo_charge:R:1
C -2.391211 -0.219757 -0.051639 -0.73 0.92 -0.59 0.1995
C 0.284289 -0.771983 0.099801 -2.67 -1.81 0.85 -0.1443
C -1.817232 -1.258842 0.678189 3.69 0.26 -0.39 -0.3776
C 0.515979 0.677724 0.092423 -0.48 0.41 0.12 -0.3838
N -2.739574 0.686806 -0.669362 -0.01 0.06 -0.02 -0.2711
N 1.849406 0.976278 -0.531883 0.17 0.04 -0.03 -0.6887
S 1.269440 -1.952736 -0.261187 -0.04 0.22 0.03 0.2230
H -1.776208 -1.147520 1.749082 -0.13 -0.07 0.17 0.2590
H -1.895833 -2.256354 0.279350 0.00 -0.16 -0.01 0.2652
H -0.290907 1.182059 -0.452711 0.17 0.04 0.00 0.2915
H 0.494021 1.048419 1.121227 0.12 0.03 -0.10 0.2714
H 2.386740 0.078685 -0.489151 -0.03 0.29 -0.09 0.4481
H 2.360614 1.720797 -0.043725 -0.13 -0.18 -0.17 0.4543
H 1.750481 1.236418 -1.520417 0.07 -0.05 0.23 0.4534
```
Forces are in eV/Å.


Below is the ion C4H7N2S with charge +1 in a non-equilibrium geometry, with properties calculated with wB97M-V/def2-TZVPD.

The LUMO energy comes out at -6.5943 eV. As for the total charge: +1. The value obtained for the HOMO-LUMO gap is 5.698 eV.

```
14
Properties=species:S:1:pos:R:3:forces:R:3:nbo_charge:R:1
C 0.975435 -0.873957 0.095325 0.07 -1.64 -1.11 -0.0862
C 3.085563 0.671940 -0.721846 -2.32 -0.14 -0.81 -0.4887
C -0.250414 -0.259299 0.063891 1.16 -1.74 -0.35 -0.0144
C -1.435541 -1.120655 0.018633 -1.66 -1.83 -2.27 -0.6911
N -0.253737 1.063636 0.059284 2.95 1.44 0.69 0.0361
N -1.237064 1.753003 0.331583 0.95 0.37 -1.26 -0.3462
S 2.668246 -0.301856 0.451205 0.03 0.07 0.55 0.5378
H 0.924510 -2.013953 -0.075142 0.27 1.82 0.75 0.2398
H 3.965016 1.235479 -0.716434 1.69 0.30 0.38 0.2112
H -1.048160 -2.214230 -0.150408 -1.27 2.12 0.24 0.2695
H -1.991978 -1.094277 0.926859 -0.37 -0.17 0.98 0.2448
H -2.236910 -0.839378 -0.802585 1.81 -0.55 1.26 0.2509
H -2.072763 1.252619 0.393019 -2.59 -0.08 0.48 0.3948
H -1.092202 2.740926 0.126619 -0.72 0.03 0.47 0.4418
```
Forces are in eV/Å.


Below is an isolated molecule of C4H7N3, with properties calculated with wB97M-V/def2-TZVPD.

The LUMO energy comes out at 0.3826 eV. As for the total charge: 0. The value obtained for the HOMO-LUMO gap is 8.466 eV.

```
14
Properties=species:S:1:pos:R:3:forces:R:3:nbo_charge:R:1
C -0.538410 0.232943 -2.271569 -0.18 -0.02 -0.12 -0.4093
N 0.519449 0.495961 -1.315778 0.18 -0.08 0.08 -0.6021
C 0.348444 0.085458 -0.004803 -0.05 0.08 -0.08 0.1855
N 1.404197 -0.105997 0.769412 -0.28 -0.05 -0.01 -0.2211
N 0.937355 -0.483259 1.967128 0.05 0.13 0.08 -0.3679
C -0.464915 -0.382976 1.976804 -0.01 -0.28 0.02 -0.3523
C -0.941943 -0.155272 0.624572 0.32 0.03 0.15 -0.1765
H -1.482497 0.601008 -1.865434 0.13 -0.05 -0.09 0.2237
H -0.318706 0.768678 -3.199627 -0.04 -0.08 0.15 0.1984
H -0.665904 -0.836429 -2.500086 0.02 0.15 0.04 0.1750
H 1.455041 0.327630 -1.658619 -0.10 0.03 0.04 0.3814
H 1.556683 -0.380718 2.756342 -0.07 -0.05 -0.08 0.3990
H -1.017772 -0.893849 2.759664 0.07 0.07 -0.09 0.2487
H -0.791022 0.726822 1.961995 -0.04 0.12 -0.07 0.3176
```
Forces are in eV/Å.


Below is an isolated molecule of C4H7N3, with properties calculated with wB97M-V/def2-TZVPD.

The LUMO energy comes out at 0.0522 eV. As for the total charge: 0. The value obtained for the HOMO-LUMO gap is 9.827 eV.

```
14
Properties=species:S:1:pos:R:3:forces:R:3:nbo_charge:R:1
C 1.388001 -1.075881 -0.158377 0.08 -0.11 0.02 -0.6737
C -0.343767 0.776500 -0.270993 0.00 0.36 0.34 0.1493
C 0.793198 0.141476 0.470810 -0.13 -0.16 -0.05 0.2468
C -1.497066 -0.095191 -0.622126 -0.28 0.17 -0.37 0.0625
N -0.311879 2.024165 -0.471723 0.24 0.25 0.01 -0.5548
N 1.234636 0.563890 1.569334 0.53 0.04 0.56 -0.5772
N -2.011907 -0.999387 0.081519 -0.33 -0.41 0.20 -0.5558
H -1.125741 2.409331 -0.950222 -0.13 -0.31 -0.07 0.3421
H 0.796831 1.415387 1.913745 -0.29 0.04 -0.29 0.3493
H -1.548378 -1.175427 0.973540 0.27 0.17 -0.04 0.3393
H -1.987441 0.129981 -1.568697 -0.02 0.10 -0.12 0.1754
H 1.830509 -0.805414 -1.116569 0.03 -0.04 -0.12 0.2281
H 2.157328 -1.478726 0.493418 0.02 -0.02 0.00 0.2426
H 0.625676 -1.830702 -0.343660 0.01 -0.08 -0.06 0.2262
```
Forces are in eV/Å.


Below is an isolated molecule of C4H7N3 in a non-equilibrium geometry, with properties calculated with wB97M-V/def2-TZVPD.

The LUMO energy (spin up / spin down) comes out at 0.4655 / -1.0300 eV. As for the total charge: 0. The value obtained for the HOMO-LUMO gap (spin up / spin down) is 9.632 / 5.307 eV.

```
14
Properties=species:S:1:pos:R:3:forces:R:3:nbo_charge:R:1
C -0.615453 1.506094 -0.828540 0.05 0.28 -0.18 -0.6685
C -1.078944 -1.534067 0.917686 -2.38 -2.00 -0.99 -0.2218
N -0.124069 -0.706988 1.185030 2.69 2.64 0.55 -0.5482
C 0.939431 -0.370358 0.270741 -0.80 -0.58 0.64 0.3535
N 2.004588 -1.028908 0.368018 0.13 0.77 -0.78 -0.5501
C 0.684209 0.712733 -0.917786 -0.43 -0.48 0.86 0.0720
N 1.591281 0.753142 -1.738610 -0.26 0.22 -0.09 -0.2880
H -1.312541 1.212459 -1.621914 0.19 -0.02 0.15 0.2401
H -0.384706 2.565599 -0.967532 -0.02 -0.14 -0.04 0.2386
H -1.129765 1.401542 0.137282 0.33 -0.16 -0.27 0.2166
H -1.002682 -2.134807 0.018167 -0.07 0.02 0.24 0.1937
H -1.934184 -1.608676 1.578230 0.16 0.03 -0.17 0.1926
H -0.207755 -0.123615 2.015166 0.17 -0.19 -0.31 0.4091
H 2.570588 -0.644146 -0.415937 0.23 -0.40 0.39 0.3605
```
Forces are in eV/Å.


Listing energy relative to the best compared isomer or geometry (same formula, charge and spin) for the structures above in their given order: 1.499; 1.100; 3.276; 1.013; 0.309; 3.454; 6.500; 3.832; 1.275; 4.181 eV.